<a>
Entry from the Open Molecules 2025 dataset: a 2-piece molecular cluster, C12H17N overall (wB97M-V/def2-TZVPD).

## Properties
* SMILES: CCc1c[nH]c2ccccc12.CC
* gap between HOMO and LUMO: 8.62 eV
* net charge: 0
* LUMO: 0.0325 Ha
* HOMO energy: -7.74 eV
* spin multiplicity: 1

Structure (XYZ):
```
30
C12H17N | the Open Molecules 2025 dataset | wB97M-V/def2-TZVPD
C -1.58247 -2.48814 -2.04963
C -1.90117 -1.64064 -0.76528
C -0.96358 -1.73609 0.36933
C -0.68347 -2.93957 1.12348
N 0.37112 -2.79434 2.03333
C 0.73688 -1.49424 2.00290
C 1.70609 -0.71479 2.70479
C 1.69816 0.65846 2.49612
C 0.56127 1.28089 1.76077
C -0.24934 0.57634 1.03737
C -0.10937 -0.73734 0.98901
H -2.47656 -2.45257 -2.72499
H -1.67355 -3.56929 -1.91596
H -0.67778 -2.25408 -2.60711
H -1.98515 -0.58124 -1.12963
H -2.97662 -1.90459 -0.50742
H -0.92400 -4.02215 0.80848
H 0.73057 -3.46654 2.64686
H 2.46684 -1.26864 3.38720
H 2.21180 1.50918 3.01515
H 0.55372 2.39632 1.98554
H -0.93924 1.20252 0.47804
C 1.41636 3.08054 -1.60234
C 0.03764 3.55957 -2.23975
H 1.21520 2.90235 -0.50843
H 1.78744 2.18051 -1.89717
H 2.23972 3.92159 -1.52810
H -0.78767 3.50826 -1.66279
H 0.22358 4.46885 -2.67995
H -0.02638 2.81885 -3.01981
```


<b>
Entry from the Open Molecules 2025 dataset: a 2-piece molecular cluster, C12H17N overall (wB97M-V/def2-TZVPD).

## Properties
* SMILES: Cc1c[nH]c2ccccc12.CCC
* gap between HOMO and LUMO: 8.95 eV
* net charge: 0
* LUMO: 0.0345 Ha
* HOMO energy: -8.01 eV
* spin multiplicity: 1

Structure (XYZ):
```
30
C12H17N | the Open Molecules 2025 dataset | wB97M-V/def2-TZVPD
C 1.42419 -0.27713 -2.53236
C 0.85819 0.46165 -1.36447
C 1.48673 0.96612 -0.29273
N 0.57460 1.57102 0.58178
C -0.66975 1.52042 -0.03035
C -1.84335 2.17720 0.24702
C -2.98875 1.80855 -0.48593
C -2.90042 0.95265 -1.56328
C -1.67244 0.37941 -1.91864
C -0.55457 0.74543 -1.20085
H 0.65777 -0.63434 -3.21366
H 1.91601 -1.19673 -2.22098
H 2.09328 0.33980 -3.11852
H 2.47834 0.98811 0.11920
H 0.84099 2.46666 0.97737
H -1.96212 2.97857 0.95406
H -3.92560 2.26183 -0.17490
H -3.76881 0.65533 -2.13094
H -1.59718 -0.07908 -2.89374
C 0.78578 -2.26346 0.66418
C 0.31723 -1.46328 1.89350
C 1.40329 -1.08548 2.88762
H 1.79238 -2.61851 0.90606
H 0.84932 -1.62152 -0.20940
H 0.19103 -3.15554 0.50669
H -0.31700 -0.62143 1.62372
H -0.35202 -2.14039 2.42717
H 1.80914 -1.98865 3.34964
H 2.16784 -0.45362 2.44898
H 0.90591 -0.67361 3.76374
```


<c>
Entry from the Open Molecules 2025 dataset: a 2-piece molecular cluster, C12H17N overall (wB97M-V/def2-TZVPD).

## Properties
* SMILES: Cc1c[nH]c2ccccc12.CCC
* gap between HOMO and LUMO: 8.83 eV
* net charge: 0
* LUMO: 0.0343 Ha
* HOMO energy: -7.89 eV
* spin multiplicity: 1

Structure (XYZ):
```
30
C12H17N | the Open Molecules 2025 dataset | wB97M-V/def2-TZVPD
C -0.63530 2.59177 -1.31868
C 0.09276 1.28457 -1.28488
C 0.32080 0.54255 -2.37488
N 0.98146 -0.65803 -1.95539
C 1.26411 -0.55210 -0.60359
C 1.97794 -1.32886 0.25075
C 1.83094 -1.02190 1.63825
C 1.34153 0.16682 2.12820
C 0.79671 1.06790 1.17162
C 0.63430 0.66437 -0.10751
H -0.07850 3.34462 -1.89018
H -0.89002 3.03167 -0.36159
H -1.56279 2.56109 -1.90770
H 0.02720 0.59239 -3.40722
H 1.63869 -1.09646 -2.57036
H 2.70575 -2.10114 0.08690
H 2.12363 -1.84697 2.28083
H 1.38100 0.38532 3.18390
H 0.33926 2.00892 1.45474
C -2.97701 0.20902 0.48296
C -2.32915 -1.16323 0.28999
C -1.43664 -1.63177 1.43596
H -3.94608 0.19260 -0.03937
H -2.45953 0.98257 -0.07255
H -3.12061 0.46984 1.52913
H -3.07217 -1.95183 0.14059
H -1.78129 -1.09492 -0.65652
H -1.94532 -2.39638 2.02179
H -0.56785 -2.15483 1.02243
H -0.99280 -0.92322 2.12955
```


Stability check: which of them is most stable? <b>.


<a>
Entry from the Open Molecules 2025 dataset: C16H22BClHoO2 as an isolated structure (wB97M-V/def2-TZVPD).

## Properties
* gap between HOMO and LUMO (alpha / beta): 5.08 / 5.12 eV
* net charge: -1
* LUMO (alpha / beta): 0.1034 / 0.1034 Ha
* HOMO energy (alpha / beta): -2.27 / -2.30 eV
* expectation value of S²: 6.007
* spin multiplicity: 5

Structure (XYZ):
```
43
C16H22BClHoO2 | the Open Molecules 2025 dataset | wB97M-V/def2-TZVPD
C -1.52069 0.35569 0.27783
C -1.58764 1.61505 -0.38407
C -0.61395 2.46733 0.20104
H -2.35935 1.93370 -1.07718
C 0.10519 1.74555 1.18596
C -0.47547 0.44599 1.25669
H -0.44781 -0.15809 2.17160
H -2.24540 -0.46599 0.19753
H -0.50563 3.53611 0.01255
H 0.72183 2.19371 1.96483
Ho 0.59025 0.91581 -1.26819
Cl -0.61422 -0.62265 -2.82257
C 1.97043 0.92213 -3.58094
C 2.58360 1.95556 -2.80744
C 1.72401 3.10544 -2.87162
H 3.60461 1.92321 -2.40661
C 0.59127 2.77093 -3.65980
C 0.74581 1.44046 -4.10828
H 0.04135 0.92268 -4.76321
H 2.39296 -0.06487 -3.79817
H 1.95766 4.10156 -2.48490
H -0.25228 3.41846 -3.92436
C 1.39828 -3.40049 3.83832
C 2.12268 -2.16899 3.40280
C 2.53317 -1.39098 4.62977
O 1.19400 -1.37687 2.63543
B 1.74020 -0.96588 1.47982
O 3.01358 -1.45784 1.27885
C 3.30993 -2.43733 2.37029
C 4.72070 -2.14003 2.83864
C 3.28874 -3.80828 1.67123
H 0.56392 -3.05958 4.44659
H 2.02479 -4.06813 4.44497
H 1.02510 -3.97067 2.99360
H 1.68430 -1.12849 5.27371
H 3.17422 -2.08216 5.19233
H 3.07519 -0.44862 4.46668
H 5.05484 -2.99434 3.43790
H 5.43721 -2.00879 2.01724
H 4.82971 -1.24920 3.45638
H 2.29125 -4.04545 1.28194
H 3.99694 -3.82499 0.83246
H 3.58213 -4.61601 2.34551
```


<b>
Entry from the Open Molecules 2025 dataset: C16H22BClHoO2 as an isolated structure (wB97M-V/def2-TZVPD).

## Properties
* gap between HOMO and LUMO (alpha / beta): 5.20 / 5.21 eV
* net charge: -1
* LUMO (alpha / beta): 0.0875 / 0.0879 Ha
* HOMO energy (alpha / beta): -2.82 / -2.82 eV
* expectation value of S²: 6.007
* spin multiplicity: 5

Structure (XYZ):
```
43
C16H22BClHoO2 | the Open Molecules 2025 dataset | wB97M-V/def2-TZVPD
C 2.32620 -2.83690 0.31876
C 2.39660 -2.87340 -1.09264
C 1.07140 -2.86490 -1.58804
H 3.29650 -2.90830 -1.68374
C 0.19080 -2.78570 -0.48644
C 0.97150 -2.77920 0.69036
H 0.59820 -2.67660 1.69546
H 3.16550 -2.78300 0.99106
H 0.78620 -2.84880 -2.62534
H -0.88370 -2.72660 -0.53584
Ho 1.45540 -0.82910 -0.55154
Cl 2.15600 0.39960 1.17116
C 1.56240 2.08310 -5.27944
C 0.34910 1.45160 -5.61784
C 0.65550 0.23370 -6.25724
H -0.64630 1.83550 -5.42104
C 2.05830 0.11250 -6.31394
C 2.61880 1.25560 -5.70984
H 3.67780 1.46210 -5.59564
H 1.66540 3.03830 -4.77544
H -0.06270 -0.48440 -6.63894
H 2.60990 -0.71520 -6.74704
C -0.71780 0.41580 4.53266
C -1.23120 0.08130 3.11376
C -2.45480 -0.86170 3.27506
O -0.25120 -0.63610 2.43076
B -0.47530 -0.25470 1.02616
O -1.35530 0.91670 0.87646
C -1.50940 1.34860 2.21566
C -2.92090 1.92670 2.43336
C -0.50140 2.50430 2.46376
H -0.50270 -0.51870 5.09626
H -1.46900 1.00470 5.09826
H 0.23780 0.98040 4.49656
H -2.15590 -1.78550 3.81766
H -3.26040 -0.37630 3.86546
H -2.86180 -1.16610 2.28846
H -3.05220 2.23850 3.49206
H -3.08220 2.80950 1.78106
H -3.70570 1.18630 2.17636
H 0.54450 2.17490 2.33756
H -0.68490 3.33370 1.74766
H -0.60920 2.91790 3.48816
```


Stability check: which of them is most stable? <a>.